[1]
# C53H49IrN4P3S

C53H49IrN4P3S as an isolated structure (ωB97M-V/def2-TZVPD, OMol25).

Geometry as XYZ:
```
111
C53H49IrN4P3S ωB97M-V/def2-TZVPD
Ir -0.501 0.605 0.384
S 4.226 -5.260 -1.657
P 1.800 -0.078 0.547
P -0.009 -2.078 0.347
P -2.453 1.633 -0.656
N -0.027 2.447 0.999
N 1.654 -1.709 -0.018
N 3.003 5.434 2.219
N 1.603 4.883 -2.137
C -0.193 -1.848 2.138
C 3.957 -1.297 3.794
C -1.273 -4.421 -0.452
C 3.604 -0.365 4.766
C 5.715 -5.399 -0.646
C -3.409 5.268 1.077
C -2.926 2.695 -3.251
C -2.045 2.088 -2.346
C 2.672 0.621 4.475
C -5.199 0.871 -0.547
C -1.372 -5.795 -0.631
C -4.319 3.147 -2.886
C -3.913 0.500 -0.828
C 0.686 3.336 0.722
C -5.997 -1.447 -0.741
C -3.031 3.002 0.401
C 5.077 2.108 -1.753
C 3.109 0.745 -0.358
C 1.901 -1.882 -1.499
C 2.454 -0.234 2.233
C -0.741 1.752 -2.740
C 0.831 -6.063 0.307
C 2.430 -3.251 -1.897
C 1.532 4.352 0.389
C 0.477 -2.537 3.142
C 0.937 -4.693 0.481
C -1.171 2.576 -4.933
C -3.703 2.582 1.560
C 2.099 0.690 3.210
C -3.679 -0.885 -1.186
C -2.489 -1.304 -1.714
C 3.380 -1.236 2.535
C 2.345 4.965 1.398
C -4.259 3.490 2.439
C -4.131 4.849 2.176
C 3.790 -3.546 -1.285
C -0.293 2.003 -4.022
C 3.763 2.545 -1.829
C -4.739 -1.843 -1.086
C 2.777 1.856 -1.136
C -6.232 -0.087 -0.513
C -0.622 -1.171 4.809
C 5.407 0.989 -0.989
C -2.459 2.916 -4.545
C -0.320 -6.614 -0.249
C -0.122 -3.867 0.105
C 4.431 0.307 -0.283
C -2.817 4.371 0.181
C -2.004 4.963 -0.948
C 0.272 -2.188 4.469
C -1.343 -0.525 3.819
C 1.599 4.694 -0.996
C -1.131 -0.879 2.492
H 3.501 3.417 -2.416
H -7.239 0.240 -0.275
H -1.819 -0.488 1.726
H -2.263 -6.224 -1.076
H 5.854 2.641 -2.290
H 2.393 1.346 5.230
H 4.057 -0.411 5.750
H 4.685 -2.069 4.019
H 1.656 -6.702 0.594
H 6.452 -4.651 -0.937
H -1.726 -0.605 -2.035
H -0.776 -0.911 5.850
H -0.391 -7.687 -0.388
H 1.746 2.191 -1.202
H 3.637 -1.979 1.787
H 1.156 -3.347 2.905
H 1.727 -4.038 -1.628
H -2.102 -3.784 -0.741
H 6.125 -6.390 -0.830
H -4.580 5.577 2.840
H -0.845 2.779 -5.946
H 5.478 -5.301 0.414
H -6.803 -2.165 -0.666
H 0.723 1.762 -4.308
H -3.802 1.521 1.772
H 4.702 -0.554 0.315
H 0.820 -2.708 5.246
H -4.534 -2.880 -1.334
H -1.417 5.801 -0.572
H 4.554 -2.883 -1.698
H 1.376 1.467 2.995
H -4.792 3.143 3.316
H -0.066 1.305 -2.016
H -5.432 1.900 -0.313
H -2.653 5.361 -1.737
H 0.982 -1.672 -2.071
H -1.320 4.260 -1.407
H -4.569 4.060 -3.425
H 6.436 0.653 -0.937
H 2.510 -3.260 -2.988
H 3.768 -3.425 -0.196
H -4.419 3.352 -1.820
H 2.635 -1.143 -1.801
H -2.079 0.228 4.078
H -3.127 3.381 -5.263
H -3.279 6.332 0.900
H -5.064 2.395 -3.166
H 1.854 -4.263 0.866
H -2.337 -2.349 -1.974
```

F_max: 1.88 eV/Å
Net charge: +2
HOMO-LUMO gap (spin up / spin down): 4.17 / 4.18 eV
⟨S²⟩: 0.7549
Multiplicity: 2
ΔE to the lowest compared entry with this formula, charge and spin: 235.4 kJ/mol



[2]
# C53H49N4O4TeTi

C53H49N4O4TeTi as an isolated structure (ωB97M-V/def2-TZVPD, OMol25).

Geometry as XYZ:
```
112
C53H49N4O4TeTi ωB97M-V/def2-TZVPD
Te 2.073 -1.428 -4.423
Ti 0.369 0.373 0.294
O 1.855 -0.173 3.108
O -0.307 0.439 2.605
O -0.127 -1.573 0.990
O 1.587 -3.267 2.832
N 0.620 2.490 1.234
N -0.965 4.260 0.972
N -1.079 2.173 -0.193
N 0.678 -0.779 -1.467
C 1.964 -1.424 -1.298
C -0.887 -6.611 -1.435
C 1.586 2.872 -3.355
C -1.313 -4.755 -5.621
C -0.763 -6.695 5.568
C 2.776 2.990 2.224
C -0.020 -5.161 -5.314
C 1.509 4.047 4.492
C 1.912 2.025 -2.303
C -1.152 -5.507 3.513
C -0.171 5.415 1.153
C -0.455 -2.867 -0.916
C -1.951 3.932 -2.422
C 1.366 7.698 1.459
C -1.628 -3.403 -5.616
C 2.385 -2.292 -2.489
C 0.034 -3.958 1.182
C 0.112 -4.940 3.589
C -0.214 -5.185 0.541
C -4.050 -0.925 -2.444
C 1.038 5.525 0.481
C 1.087 0.118 2.244
C 3.509 3.486 3.299
C -0.751 0.034 3.884
C 3.467 2.420 1.019
C -0.600 3.267 -2.409
C 0.493 -6.105 5.664
C -0.656 -2.458 -5.301
C 1.390 3.048 2.302
C -1.635 -0.996 -2.143
C -0.643 6.442 1.966
C 0.143 7.583 2.101
C -0.147 -2.759 0.467
C -0.440 -1.560 -1.596
C -0.600 -5.281 -0.783
C -1.590 -6.386 4.498
C 1.811 6.662 0.645
C 0.950 -4.220 -4.993
C 2.895 4.015 4.424
C -3.940 0.168 -3.308
C 0.923 -5.228 4.679
C 0.766 3.560 3.428
C 0.637 -2.861 -4.976
C 1.006 1.748 -1.274
C -2.928 -1.502 -1.874
C 0.647 -3.971 2.537
C -1.540 0.108 -3.026
C -1.958 6.306 2.686
C -0.694 -4.086 -1.510
C -2.668 0.670 -3.593
C -0.201 2.399 -1.397
C -0.458 2.976 0.816
C 0.332 3.482 -3.420
H 2.038 -2.063 -0.408
H -0.240 -6.786 -2.299
H 1.891 -4.745 4.733
H -2.638 -3.077 -5.832
H 0.235 -6.214 -5.319
H -2.096 4.483 -3.351
H -3.033 -2.343 -1.201
H 1.955 -4.547 -4.754
H -2.030 2.463 -0.386
H 2.898 1.564 -2.299
H 3.431 -2.586 -2.410
H -1.967 5.426 3.336
H -0.050 -6.103 1.100
H 3.215 2.974 0.113
H -0.315 3.536 3.488
H -0.551 0.479 -3.268
H -1.096 -7.392 6.327
H 3.493 4.382 5.248
H -1.805 -5.245 2.689
H 1.007 4.436 5.369
H 3.152 1.389 0.854
H -1.240 0.876 4.380
H 2.307 3.055 -4.145
H 1.769 -3.192 -2.524
H -0.736 -7.432 -0.732
H -1.460 -0.789 3.776
H -2.578 -6.825 4.429
H -2.800 6.212 1.993
H -2.072 -5.490 -5.859
H -2.762 3.200 -2.347
H -2.054 4.641 -1.596
H 1.966 8.588 1.590
H -2.148 7.181 3.307
H 1.133 -6.324 6.510
H -2.556 1.501 -4.283
H -0.920 -1.407 -5.271
H 1.364 4.719 -0.172
H 4.549 2.441 1.158
H -4.823 0.614 -3.750
H 0.102 -0.292 4.479
H -1.942 4.335 1.204
H 2.760 6.737 0.129
H -0.211 8.386 2.738
H -5.029 -1.328 -2.210
H 4.591 3.435 3.251
H 2.691 -0.615 -1.174
H 0.080 4.139 -4.246
H -0.946 -4.112 -2.568
H -1.919 -6.666 -1.793
```

F_max: 1.43 eV/Å
Net charge: -1
HOMO-LUMO gap (spin up / spin down): 4.73 / 6.69 eV
⟨S²⟩: 2.0295
Multiplicity: 3
ΔE to the lowest compared entry with this formula, charge and spin: 0.0 kJ/mol